Here is a 7-piece molecular cluster, C27H52F3O19 overall from OMol25. Energies are from ωB97M-V with the def2-TZVPD basis set.

```
! RIJCOSX wB97M-V def2-TZVPD def2/J DEFGRID3
* xyz -1 1
H -2.208 -1.054 -2.741
C -2.806 -7.381 2.079
O 0.493 0.557 0.539
O 3.887 1.940 -4.552
O -2.369 0.084 -4.250
H 1.987 0.693 2.923
C -1.427 0.732 3.503
O 4.168 1.321 3.050
H -1.446 1.788 -0.300
O 0.425 -3.202 -1.387
O -0.030 -1.422 -3.820
H -2.977 -8.530 2.367
H -1.771 -4.931 2.661
H -1.822 1.508 4.240
C 2.705 1.491 3.284
H 2.035 2.676 1.571
H -3.125 -4.228 4.597
H 0.991 2.329 -1.405
C 4.558 0.203 3.273
C 8.096 1.138 3.646
C 0.586 -2.553 -0.242
O -2.064 -0.487 3.523
C -0.747 -3.768 -1.492
H 2.610 1.379 4.435
H -2.287 0.511 -2.312
H -1.858 -7.162 1.791
H 4.159 -0.347 2.519
H 1.688 -0.474 -4.875
C 1.322 -1.421 -4.308
C -4.360 0.659 -5.684
C 2.247 2.396 -1.583
C 6.105 0.058 3.106
C -1.931 -0.039 -3.065
H -0.784 -2.683 1.270
H 1.633 -2.291 -4.952
H 3.767 1.169 -0.571
H -2.902 0.922 -8.612
H -3.462 -7.291 1.150
H 8.418 1.958 4.167
C -2.855 -5.082 2.598
H -4.426 -4.158 3.552
H 2.435 5.048 1.715
H 6.371 0.423 1.936
C -3.458 -0.534 3.112
H 4.449 -0.144 4.305
F 1.337 -3.222 0.678
C -3.715 0.677 -4.309
H -1.261 0.962 2.397
H 1.051 -1.579 -0.273
H -4.489 0.333 -3.504
C -1.887 2.806 -0.358
O -3.111 -6.398 3.045
O -0.871 4.738 -2.928
C 3.380 1.880 -3.473
H 8.459 1.310 2.583
H 0.385 0.354 1.484
H 1.982 -1.456 -3.452
O 2.487 2.746 -2.927
O -3.383 0.910 -6.640
C 2.539 5.063 2.706
H 2.039 0.501 -1.176
O -3.306 -2.744 2.926
O -1.556 -3.319 -0.422
C -4.040 -1.859 3.365
H 1.457 5.258 2.987
C 2.903 1.081 -1.370
H -0.513 0.583 3.842
C -0.821 -2.398 0.369
F -3.066 2.676 0.264
H -3.618 -0.243 2.025
H -4.056 0.207 3.863
O -1.129 -4.569 -2.308
H -4.104 -0.209 -8.154
H -1.296 -1.502 0.039
O -1.913 3.302 -1.658
O 6.669 1.041 3.972
H -4.792 -0.242 -5.621
H 3.279 5.757 3.056
H 0.045 -0.021 -2.159
H -4.523 -2.065 4.308
H -0.020 3.380 0.767
O 3.519 0.778 -2.611
C -3.801 0.816 -8.021
H -1.474 4.416 0.819
H -3.040 -5.030 1.516
O -0.393 4.518 -0.799
H -5.052 -1.750 2.978
H -4.654 1.478 -8.267
C -3.463 -4.103 3.504
H 8.521 0.147 3.952
H -3.301 1.653 -4.218
C -0.921 3.727 0.285
H -0.210 0.613 -3.859
C 2.244 2.758 2.616
H -4.856 1.421 -5.905
C -1.001 4.186 -1.954
H 1.343 2.796 3.153
H 6.520 -0.879 3.135
F 2.771 3.260 -0.700
O 3.121 3.808 2.926
C -0.438 -0.152 -3.261
*
```

Values from the calculation:
Energy relative to the best compared isomer or geometry (same formula, charge and spin) in kJ/mol: 0.0

Here is C27H52O23Tl as an isolated structure from OMol25. Energies are from ωB97M-V with the def2-TZVPD basis set.

```
! RIJCOSX wB97M-V def2-TZVPD def2/J DEFGRID3
* xyz -1 1
H -2.786 2.490 -2.761
O 3.079 -1.496 1.311
H -0.848 -4.316 1.866
H -0.343 -3.860 4.938
H -5.397 -0.498 2.699
Tl -4.106 -1.071 -4.349
H -1.226 -2.529 3.007
H 1.324 1.021 -2.539
H -3.062 -0.361 4.520
C -2.394 -1.163 -1.226
H -1.518 0.866 3.293
C -0.545 -1.224 0.405
C -1.946 0.226 -1.683
H -1.456 3.550 2.153
C 3.610 -1.689 2.596
C 2.378 2.256 -3.644
H -2.491 -0.151 2.212
H -2.905 1.582 2.446
H 3.182 -2.600 3.035
H 2.321 -0.157 3.384
H -0.837 3.882 -2.651
C -0.054 -1.312 -4.391
H 3.251 3.266 2.671
O -2.587 0.762 -2.608
C -0.762 0.801 -1.135
H -0.522 1.774 -1.540
H -0.892 2.440 -4.744
C 2.057 -1.592 -5.749
O 4.222 3.183 -2.567
H -1.983 -2.829 0.028
O -2.911 3.458 -2.849
H -0.782 -5.499 0.745
H 1.141 -3.913 1.186
C 2.169 -1.669 -3.249
C 0.740 -1.485 -3.193
O -3.374 -1.675 -1.785
O 2.067 1.616 -2.408
H 4.720 3.965 -2.318
C -1.304 3.447 -4.675
H -0.930 -7.823 1.536
H 4.937 5.162 2.245
H -1.446 -6.167 3.056
H 2.436 -1.651 -6.761
C -0.080 0.153 -0.060
H -5.777 -3.691 1.325
H 0.226 -1.486 -2.253
H 4.693 -1.804 2.528
O 5.441 3.617 0.932
H -6.728 -2.635 3.666
H 0.536 -2.468 4.362
C 0.638 -1.419 -5.749
H -4.420 -1.826 2.884
H -0.544 4.161 -5.027
O 2.729 -1.515 -2.193
H 2.119 -1.618 1.329
O 4.146 0.638 2.883
O -3.373 0.413 4.039
O -5.055 -1.608 0.959
O -2.358 3.672 -5.637
H 2.936 1.594 -4.313
H 0.122 4.090 2.527
C 3.056 3.556 -3.280
H -7.400 -2.098 2.191
H -1.854 5.075 -3.432
H -0.531 -2.193 5.717
O -1.504 -2.526 3.930
O -6.151 -3.818 2.210
H 4.386 5.304 0.584
H 3.672 -0.642 4.478
O -0.236 -7.586 2.154
O -1.247 -1.085 -4.349
C -0.418 -2.776 4.806
H 6.311 4.023 0.932
O 1.099 -4.869 1.313
H 4.686 0.898 3.635
H 2.565 4.799 2.302
H -4.123 -1.480 0.755
H -1.090 3.987 0.156
H 3.388 4.051 -4.201
C -0.225 -5.194 1.653
H 1.635 3.568 0.772
C -0.421 -6.277 2.670
H -1.928 3.797 -6.485
H -0.130 2.344 1.972
C -6.464 -2.490 2.614
C -1.705 4.000 -3.316
C 3.374 -0.442 3.444
C -1.690 -1.807 -0.175
C -2.531 0.679 2.923
C 4.514 4.587 1.405
H 1.408 2.455 -4.121
C -0.409 3.390 1.878
C 2.839 -1.748 -4.583
O 2.587 3.397 0.749
H 0.147 -6.207 3.598
H 2.366 4.188 -2.718
O -0.219 3.965 0.558
O 0.048 -1.832 1.313
C -5.340 -1.535 2.354
C 3.203 4.015 1.870
O 4.050 -1.797 -4.692
O 0.881 0.696 0.416
O -0.075 -1.659 -6.712
*
```

Here is C27H53AlBrCl4CsF10N5O10PSSi2 as an isolated structure from OMol25. Energies are from ωB97M-V with the def2-TZVPD basis set.

```
! RIJCOSX wB97M-V def2-TZVPD def2/J DEFGRID3
* xyz -2 1
H -0.857 6.849 -1.117
O -1.198 -0.213 5.154
H -1.775 0.399 3.564
H 5.876 -0.480 -0.338
N -6.249 -2.329 -2.473
Cl 1.604 14.063 -5.607
H -6.189 -2.024 -3.430
H -2.291 -1.990 0.870
H -0.716 0.702 1.984
C -6.002 -3.589 -2.071
C 6.084 -1.711 2.354
C -0.533 7.282 -2.060
F -1.819 0.600 -1.194
C -6.998 -4.712 1.936
O -0.548 -7.033 3.475
C 2.150 13.388 -4.051
C 1.179 -7.410 1.931
N 4.611 -2.156 -0.043
H 0.815 1.545 -4.865
C -0.106 6.453 -3.101
C 1.404 2.001 -4.049
Cl 2.707 11.713 -4.293
C 7.411 -2.559 -1.616
O -2.808 -2.509 3.367
F -1.051 2.711 -2.075
H -0.938 -0.966 7.084
Cl 0.798 13.403 -2.891
H -6.786 -5.843 1.701
H 0.601 -8.137 1.352
O 2.202 1.186 -3.346
F -4.154 1.531 -1.151
H 8.377 -3.745 1.035
C -1.515 -0.266 6.455
O 1.487 3.969 -5.428
N 6.673 -2.443 1.217
Si -1.686 -1.736 2.202
Br -1.807 11.029 -2.982
H -3.340 0.040 0.787
C -8.336 -4.584 2.885
H 6.799 -2.291 -2.479
H 5.411 -0.916 2.027
C 4.974 -0.945 -0.740
H -0.863 9.326 -1.435
C 3.279 -2.094 0.549
F -0.769 2.693 0.377
H 5.534 -2.387 3.018
O 0.362 -5.247 2.371
H 1.804 -7.947 2.651
H 0.615 2.535 -3.490
H -0.357 -2.313 2.349
H 7.436 -3.955 2.517
O -3.369 -0.743 7.911
Al 1.199 1.261 1.649
F -2.845 1.525 -3.138
H 3.063 2.603 -5.319
C 2.288 3.141 -4.744
H -5.589 -4.166 -4.028
H -7.289 -4.211 0.893
C -3.086 0.724 1.701
H -4.916 -5.957 2.824
H -3.623 -0.027 5.966
H -8.999 -3.716 2.424
H -2.983 -4.132 1.261
O -6.082 -3.937 -0.904
C -3.045 -0.712 6.611
C 0.305 7.005 -4.315
F -4.553 2.894 1.401
P 5.570 -3.514 0.319
H 8.402 -2.842 -1.993
Cs 0.432 5.007 -7.238
H 4.200 -0.170 -0.672
F -2.459 4.333 0.001
C -4.877 -4.815 3.150
H -0.095 5.374 -2.963
C 0.239 -6.469 2.664
F -3.299 3.615 -2.015
H 7.846 -5.021 -2.124
H 0.593 8.834 -5.433
H -1.417 0.670 7.034
S -2.590 2.089 -1.539
H -3.135 -1.659 6.050
H 6.123 -4.815 -2.490
H 6.655 -5.753 -1.072
H 1.834 -6.864 1.245
H -6.510 -1.661 -1.760
H 7.592 -1.667 -1.013
C -3.144 2.344 1.381
H -2.158 -5.138 3.224
C 6.858 -4.864 -1.679
F -2.509 2.982 2.598
H 6.855 -1.199 2.940
Cl 3.490 14.374 -3.414
H 2.894 3.584 -3.934
Si -3.109 -4.149 2.735
C -0.135 9.206 -3.449
H 3.321 -1.706 1.570
O -5.838 -3.957 2.439
F -0.149 10.535 -3.618
N 6.822 -3.650 -0.857
H 2.813 -3.084 0.596
H -8.072 -4.354 4.021
H 0.641 6.358 -5.122
C 7.799 -3.214 1.797
C -1.695 0.218 2.404
C -2.249 2.841 0.119
O 4.612 -4.445 -0.462
H 5.109 -1.135 -1.806
H -5.029 -4.829 4.332
H -3.950 0.528 2.501
H -5.465 -5.392 -2.801
C 0.285 8.388 -4.492
H -8.984 -5.576 2.769
H 8.511 -2.549 2.300
C -0.542 8.666 -2.234
H 2.593 -1.465 -0.028
N -5.660 -4.434 -3.061
*
```

no.,Kohn-Sham gap (eV),LUMO energy (eV),maximum force (eV/Å)
1,7.8,2.5,13.02
2,3.6,-1.9,2.64
3,1.0,-0.4,13.11